1.
Computed, not measured: the molecule C19H17NO5, with ωB97M-V with the def2-TZVPD basis set.

Values from the calculation:
Frontier orbital gap, eV: 8.69
SMILES: C[C@@H](OC(=O)c1oc2ccccc2c1COc1ccccc1)C(N)=O
Electronic energy, eV: -31706.9695
Energy relative to the best compared isomer or geometry (same formula, charge and spin), kcal/mol: 13.43
Charge: 0

Structure (XYZ):
```
42
Properties=species:S:1:pos:R:3:forces:R:3
C 2.6419 2.3230 1.8142 -0.30 -0.18 0.08
C 1.4488 1.8183 2.6187 0.15 0.80 0.20
H 0.6875 2.6028 2.7130 0.21 -0.24 0.06
C 1.9140 1.4442 4.0337 -0.32 -0.20 -0.42
O 2.2692 2.2844 4.8253 0.10 0.40 0.10
N 1.9269 0.1223 4.2897 -0.01 -0.51 0.07
H 2.2145 -0.1988 5.1987 0.01 0.06 -0.03
H 1.6192 -0.5400 3.5994 0.00 0.04 0.07
O 0.8753 0.6964 1.9409 0.27 -0.27 -0.06
C -0.4539 0.6861 1.7668 -0.53 0.25 0.23
O -1.2117 1.5121 2.2004 0.07 -0.23 -0.09
C -0.8609 -0.5007 0.9883 0.68 -0.54 -0.67
C -0.1855 -1.2271 0.0415 -0.20 0.59 0.59
C -1.0945 -2.2512 -0.3749 -0.60 0.04 0.39
C -1.0402 -3.3057 -1.2882 0.02 0.13 0.06
C -2.1507 -4.1076 -1.4193 0.04 -0.11 -0.13
C -3.3059 -3.8842 -0.6637 -0.01 0.04 0.04
C -3.3858 -2.8511 0.2459 0.00 0.27 0.23
C -2.2684 -2.0383 0.3776 0.57 -0.60 -0.76
O -2.1182 -0.9757 1.1910 -0.28 0.33 0.32
H -4.2717 -2.6695 0.8320 -0.13 0.00 0.06
H -4.1542 -4.5374 -0.7988 -0.09 -0.04 0.01
H -2.1350 -4.9290 -2.1195 0.01 -0.07 -0.06
H -0.1508 -3.4868 -1.8729 0.08 -0.04 -0.07
C 1.1763 -0.9581 -0.5211 0.09 -0.20 0.11
O 1.4044 0.3997 -0.8257 0.05 0.25 -0.16
C 0.6652 0.9956 -1.8095 -0.02 0.19 -0.19
C -0.3010 0.3645 -2.5829 0.15 -0.24 0.19
C -0.9803 1.0808 -3.5553 -0.02 0.11 -0.08
C -0.7095 2.4184 -3.7701 -0.12 0.01 -0.12
C 0.2591 3.0471 -3.0034 0.01 -0.01 0.03
C 0.9420 2.3445 -2.0331 0.06 -0.16 0.16
H 1.7034 2.8202 -1.4350 0.09 0.05 0.07
H 0.4833 4.0913 -3.1623 0.03 0.09 -0.01
H -1.2465 2.9682 -4.5277 -0.05 0.04 -0.06
H -1.7309 0.5776 -4.1471 -0.06 -0.04 -0.04
H -0.5401 -0.6773 -2.4424 -0.01 -0.09 0.03
H 1.9468 -1.2001 0.2184 -0.10 -0.03 -0.19
H 1.3338 -1.5852 -1.4092 0.01 0.07 0.10
H 3.3727 1.5269 1.6959 0.12 -0.05 -0.04
H 3.0973 3.1562 2.3411 0.03 0.04 0.04
H 2.3143 2.6433 0.8297 -0.01 0.03 -0.06
```
Forces are in eV/Å.

Atom charges from the Löwdin analysis, given in e for atoms 1 to 2: 0.00 -0.25

2.
Computed, not measured: C5H10N2O2 as an isolated structure, with ωB97M-V with the def2-TZVPD basis set.

Values from the calculation:
Frontier orbital gap, eV: 8.62
Electronic energy, eV: -12418.9826
Energy relative to the best compared isomer or geometry (same formula, charge and spin), kcal/mol: 103.54
Charge: 0

Structure (XYZ):
```
19
Properties=species:S:1:pos:R:3:forces:R:3
C -1.0126 -1.2700 -1.3235 -0.07 0.06 -0.06
C 1.8342 1.0829 -0.2524 0.15 -0.03 0.26
N -1.0343 -0.3416 -0.2033 0.37 -0.14 -0.18
C -1.8146 0.8027 -0.2882 0.27 0.47 -0.09
N 1.5956 -0.2834 0.2179 0.00 -0.12 1.83
C -0.1546 -0.5443 0.8367 -0.26 -0.45 1.43
C 0.0296 -0.7645 2.0756 0.32 0.20 -0.39
O -1.7177 1.6371 0.7646 -0.13 -0.10 -0.14
O -2.4929 1.0639 -1.2476 -0.06 -0.10 0.21
H -1.1402 1.2560 1.4469 -0.04 -0.12 -0.05
H 1.9789 -0.9727 -0.4221 0.05 -0.13 0.16
H -1.0825 -2.2905 -0.9460 -0.02 0.05 -0.04
H -0.0901 -1.1638 -1.9027 0.00 0.00 0.02
H -1.8547 -1.0419 -1.9734 0.06 -0.06 0.07
H 2.8832 1.2595 -0.5018 -0.11 0.03 -0.04
H 1.2048 1.2850 -1.1201 0.06 -0.05 -0.04
H 1.5419 1.7696 0.5421 0.01 0.00 -0.03
H 1.7929 -0.4874 1.3033 -0.09 0.50 -2.74
H -0.4670 -0.9967 2.9941 -0.50 -0.02 -0.17
```
Forces are in eV/Å.

Atom charges from the Löwdin analysis, given in e for atoms 1 to 2: -0.02 -0.10

3.
Computed, not measured: a 3-piece molecular cluster, C18H41IN4OP overall, with ωB97M-V with the def2-TZVPD basis set.

Values from the calculation:
Frontier orbital gap, eV: 6.72
Electronic energy, eV: -44722.3715
Charge: +1

Structure (XYZ):
```
66
Properties=species:S:1:pos:R:3:forces:R:3
C 4.7553 -1.8996 3.3205 0.15 -0.03 0.17
C 4.6561 -0.3852 3.4163 -0.06 -0.18 -0.49
I 5.0527 0.2942 5.4109 0.05 0.03 0.15
C 3.3356 0.1853 2.8873 0.01 -0.02 0.07
C 2.0990 -0.4649 3.4194 0.31 0.00 0.29
C 1.0114 -0.9129 2.7687 -0.28 -0.08 -0.48
N 0.1308 -1.4470 3.7051 -0.09 0.26 0.11
P -1.3726 -2.1674 3.1765 -0.24 -0.95 -1.00
O -1.1145 -3.1157 2.0909 0.07 0.19 0.10
C 0.6880 -1.3226 4.9114 -0.20 -0.16 0.01
N 1.8610 -0.7410 4.7609 0.22 0.18 0.16
H 5.7421 -2.2363 3.6432 -0.08 0.03 -0.08
H 4.6160 -2.2080 2.2793 -0.06 0.00 0.09
H 4.0259 -2.4125 3.9532 -0.02 0.06 -0.12
H 5.4493 0.0483 2.8075 0.00 0.12 0.23
H 3.2825 1.2607 3.0746 0.06 -0.04 -0.08
H 3.3318 0.0334 1.8016 -0.09 0.08 0.09
H 0.7945 -0.9094 1.7097 -0.04 -0.07 0.12
H -1.9106 -2.7362 4.3352 0.16 0.40 0.35
H -2.1464 -1.0651 2.8008 0.07 0.21 0.34
H 0.2671 -1.6576 5.8478 0.01 0.04 -0.09
H 2.5151 -0.5306 5.5137 0.03 0.01 -0.07
C 3.9552 -1.1110 -4.0950 0.02 -0.02 0.01
C 3.0346 -1.5267 -2.9593 -0.01 -0.03 -0.06
N 2.4545 -0.3966 -2.2476 0.01 0.00 -0.01
C 1.7906 -0.7743 -1.0215 0.03 -0.04 0.21
C 0.5393 -1.6608 -1.0925 -0.04 0.08 0.13
C 1.7528 0.5782 -3.0714 -0.03 0.10 -0.08
C 0.5710 0.0844 -3.9152 -0.02 0.05 0.03
H 4.7521 -0.4607 -3.7328 -0.02 0.03 0.00
H 4.4095 -1.9968 -4.5390 0.02 0.00 0.01
H 3.4209 -0.5906 -4.8895 -0.01 -0.01 -0.01
H 3.6148 -2.0988 -2.2290 -0.03 -0.01 0.02
H 2.2749 -2.2180 -3.3555 -0.01 0.02 0.01
H 1.5391 0.1496 -0.4837 -0.02 0.04 -0.04
H 2.5372 -1.2917 -0.4021 0.01 -0.04 -0.05
H -0.3352 -1.1052 -1.4283 0.02 -0.02 -0.07
H 0.3094 -2.0537 -0.0967 -0.05 -0.07 -0.05
H 0.6738 -2.5214 -1.7466 0.05 0.01 -0.01
H 2.4845 1.0378 -3.7372 0.03 -0.04 0.00
H 1.4217 1.3847 -2.4112 -0.02 -0.02 0.03
H 0.7923 -0.8634 -4.4073 0.02 0.01 -0.01
H 0.3477 0.8126 -4.6961 0.00 0.01 0.00
H -0.3370 -0.0458 -3.3269 0.02 -0.06 0.00
C -6.4212 2.4663 -1.2509 -0.03 -0.02 0.00
C -5.3679 1.4535 -0.8317 -0.03 0.03 0.01
N -4.1163 1.5908 -1.5591 0.01 0.02 0.12
C -3.2112 0.4805 -1.3616 0.11 -0.16 -0.15
C -2.6326 0.2557 0.0443 0.09 -0.09 0.15
C -3.5138 2.9137 -1.5401 0.03 0.11 -0.07
C -3.1534 3.5206 -0.1766 0.04 0.01 -0.03
H -6.6132 2.4044 -2.3223 0.03 0.02 -0.01
H -7.3534 2.2643 -0.7229 -0.01 -0.01 -0.01
H -6.1300 3.4891 -1.0117 0.01 0.00 0.01
H -5.7463 0.4486 -1.0383 0.02 -0.02 0.02
H -5.2381 1.5142 0.2621 0.01 0.01 -0.01
H -2.3847 0.5884 -2.0706 0.00 0.04 0.01
H -3.7394 -0.4298 -1.6601 -0.05 0.02 0.03
H -1.8542 0.9789 0.2944 -0.07 0.07 -0.01
H -2.1797 -0.7388 0.1063 -0.05 -0.02 -0.06
H -3.4169 0.3117 0.8028 0.01 0.03 0.01
H -4.1938 3.5975 -2.0501 -0.04 -0.02 0.01
H -2.6219 2.8749 -2.1709 0.02 -0.03 0.02
H -3.9441 3.3614 0.5584 -0.02 0.01 -0.01
H -3.0154 4.5980 -0.2788 0.01 0.00 0.00
H -2.2262 3.1138 0.2275 -0.03 -0.04 0.02
```
Forces are in eV/Å.

Atom charges from the Löwdin analysis, given in e for atoms 1 to 2: -0.16 -0.77

4.
Computed, not measured: a 3-piece molecular cluster, C3H12O3 overall, with ωB97M-V with the def2-TZVPD basis set.

Values from the calculation:
Frontier orbital gap, eV: 11.29
SMILES: CC(C)O.O.O
Electronic energy, eV: -9447.8837
Energy relative to the best compared isomer or geometry (same formula, charge and spin), kcal/mol: 3.29
Charge: 0

Structure (XYZ):
```
18
Properties=species:S:1:pos:R:3:forces:R:3
C 0.6061 -0.7297 1.1130 -1.04 0.55 -0.02
C 0.5183 0.2770 -0.0306 0.68 -0.16 0.02
C -0.7148 0.3160 -0.9051 0.56 -0.72 -0.51
O 1.6664 0.0316 -0.9149 -1.01 0.00 0.15
H 1.3706 -0.3766 1.8004 0.07 -0.29 0.16
H 0.7856 -1.7564 0.8067 0.15 0.06 -0.29
H -0.3645 -0.7233 1.6201 0.16 -0.01 0.28
H 0.6738 1.2752 0.3857 -0.14 0.05 0.10
H -1.6359 0.6615 -0.4487 0.08 0.14 0.29
H -0.8759 -0.6833 -1.3106 -0.16 -0.06 -0.03
H -0.4333 0.9514 -1.7439 -0.38 0.16 -0.04
H 2.3021 0.6487 -0.5832 0.97 0.26 -0.10
H -2.7455 3.0154 2.4322 -0.93 0.76 0.84
H -2.4231 1.8428 1.6103 -0.37 -1.27 -0.58
O -2.0515 2.6446 1.9232 1.32 0.49 -0.27
H 1.0256 -2.9014 -2.5720 0.01 0.01 0.02
H 1.3927 -1.8351 -1.5325 0.11 0.21 0.01
O 0.9031 -2.6584 -1.6501 -0.07 -0.20 -0.04
```
Forces are in eV/Å.

Atom charges from the Löwdin analysis, given in e for atoms 1 to 2: -0.04 -0.46

Number 1: LUMO energy -0.057 eV. Number 2: LUMO energy 0.620 eV. Number 3: LUMO energy -3.312 eV. Number 4: LUMO energy 0.697 eV.